[1]
The following is a quantum chemistry calculation of C7H20N3OPb as an isolated structure, from OMol25.

Each line ends with the Mulliken charge.
Element x y z (Å)
1 C -1.6461 -0.8608 -2.5525  -0.9183
2 Pb -0.0717 -0.2479 0.7433  -1.5259
3 N 1.3419 0.7469 -1.1451  -1.6090
4 H -0.7987 -1.8607 0.9767  -0.1323
5 H -1.9386 -0.0453 -1.9046  0.2213
6 H -2.4677 -1.5670 -2.6496  0.3189
7 H -0.7584 -1.3824 -2.1629  0.1476
8 H -1.4788 -0.5055 -3.5651  0.2936
9 H 2.2346 0.4897 -0.7061  0.3882
10 H 1.2209 1.7725 -0.9950  0.3721
11 H 1.4304 0.5907 -2.1628  0.4570
12 C -0.9406 1.1145 3.1104  -1.1638
13 N 0.3873 1.4103 3.6273  0.8391
14 C 0.4930 2.0579 4.9336  -1.0213
15 C 1.8514 1.7290 5.4937  -1.1708
16 C 2.9634 2.1546 4.5585  -1.3903
17 N 2.6741 1.7445 3.2004  3.4259
18 C 3.7903 1.8337 2.2520  -1.1612
19 C 1.4568 1.3707 2.8267  -1.4100
20 O 1.3761 0.9646 1.5818  -0.2695
21 H -1.2351 1.7845 2.2895  0.3842
22 H -1.6533 1.2494 3.9234  0.4269
23 H -1.0581 0.0429 2.8678  0.3776
24 H 0.3688 3.1516 4.8383  0.3308
25 H -0.3042 1.6598 5.5664  0.4786
26 H 1.9236 0.6498 5.6956  0.3309
27 H 1.9931 2.2427 6.4484  0.5580
28 H 3.9211 1.6989 4.8415  0.4007
29 H 3.0791 3.2495 4.5827  0.7009
30 H 4.1523 2.8700 2.2052  0.4448
31 H 4.6157 1.2043 2.6101  0.2482
32 H 3.4946 1.5071 1.2504  -0.3729

Computed properties:
ΔE to the lowest compared entry with this formula, charge and spin = 36.5 kcal per mole
charge = -1
maximum force = 5.58 eV/A



[2]
The following is a quantum chemistry calculation of one molecule with the formula C17H24O8, from OMol25.

Each line ends with the Mulliken charge.
Element x y z (Å)
1 O 1.1886 3.6918 -1.9071  -0.6204
2 C 1.6335 2.5689 -1.9558  0.3866
3 O 2.9614 2.3426 -1.9795  -0.4636
4 C 0.8223 1.3436 -1.9761  0.1710
5 C -0.5625 1.4540 -2.0284  -1.1310
6 C -1.3547 0.3238 -1.9762  -0.4865
7 C -0.7754 -0.9340 -1.8626  0.7426
8 C 0.6340 -1.0558 -1.8541  0.3186
9 C 1.4140 0.0817 -1.9087  -0.2746
10 O 1.1202 -2.3336 -1.8135  -0.5013
11 C 2.2950 -2.5725 -1.0702  -0.7323
12 C 2.0405 -2.4057 0.4420  0.3628
13 O 3.2222 -2.0965 1.1533  -0.4807
14 C 3.4949 -0.7213 1.2750  -0.1689
15 C 2.5622 -0.0037 2.2588  -0.8583
16 O 1.4099 0.4604 1.5871  0.0263
17 C 0.5460 1.1734 2.4395  -1.0070
18 C -0.5853 1.8125 1.6418  -0.2538
19 O -1.6757 0.9237 1.5451  -0.2049
20 C -2.8251 1.5484 1.0145  -0.3738
21 C -3.9893 0.5555 0.9253  -0.7226
22 O -3.9216 -0.2967 -0.1911  -0.4175
23 C -3.0651 -1.4122 -0.0196  0.0103
24 C -2.8216 -2.0637 -1.3906  -0.7841
25 O -1.4575 -2.1000 -1.7473  -0.4685
26 H 3.4292 3.1915 -1.9611  0.3481
27 H -1.0032 2.4369 -2.1022  0.4707
28 H -2.4280 0.4245 -1.9897  0.5169
29 H 2.4894 0.0199 -1.8940  0.6056
30 H 3.1175 -1.9165 -1.3774  0.3640
31 H 2.5761 -3.6005 -1.3064  0.2715
32 H 1.2895 -1.6211 0.5859  -0.2612
33 H 1.6614 -3.3400 0.8630  0.3679
34 H 3.4341 -0.2063 0.3089  0.0681
35 H 4.5198 -0.6699 1.6489  0.4322
36 H 3.0921 0.8516 2.7068  0.4997
37 H 2.2845 -0.6976 3.0660  0.3286
38 H 1.1148 1.9638 2.9537  0.4332
39 H 0.1169 0.5030 3.1986  0.3600
40 H -0.9114 2.7295 2.1560  0.4868
41 H -0.2184 2.0815 0.6419  0.0021
42 H -3.1219 2.3844 1.6684  0.4514
43 H -2.6117 1.9514 0.0158  0.1490
44 H -4.0397 -0.0259 1.8544  0.3380
45 H -4.9165 1.1212 0.8023  0.4168
46 H -3.5354 -2.1250 0.6727  0.4463
47 H -2.1081 -1.0943 0.4101  0.1082
48 H -3.1202 -3.1133 -1.3845  0.3254
49 H -3.4219 -1.5336 -2.1397  0.4025

Computed properties:
ΔE to the lowest compared entry with this formula, charge and spin = 0.0 kcal per mole
SMILES string = O=C(O)c1ccc2c(c1)OCCOCCOCCOCCOCCO2
maximum force = 0.67 eV/A



[3]
The following is a quantum chemistry calculation of an isolated ion of composition C3H4NOS and charge -1, from OMol25.

Each line ends with the Mulliken charge.
Element x y z (Å)
1 H 1.4023 1.6068 -0.8198  0.2272
2 N 1.4982 0.8441 -0.0780  -0.6973
3 C 0.4803 0.1195 -0.0494  0.5918
4 C -0.8133 0.2650 -0.7835  -1.2032
5 C 0.5519 -1.1160 1.1456  0.2456
6 O 1.3930 -1.9603 1.1969  -0.5625
7 S -0.9098 -0.9138 2.1241  -0.5811
8 H -1.7448 0.1326 -0.2504  0.3347
9 H -0.9868 1.3313 -0.8638  0.3382
10 H -0.8710 -0.3093 -1.6217  0.3065

Computed properties:
ΔE to the lowest compared entry with this formula, charge and spin = 13.1 kcal per mole
SMILES string = [H]/N=C(\C)C([O-])=S
charge = -1
maximum force = 4.17 eV/A



[4]
The following is a quantum chemistry calculation of a 3-piece molecular cluster, C2H11N2Si overall, from OMol25.

Each line ends with the Mulliken charge.
Element x y z (Å)
1 C 0.8912 -0.0574 0.7357  -0.8251
2 C -0.2998 -0.3600 -0.0431  0.3441
3 N -0.3920 0.2476 -1.1642  -0.1929
4 N 1.2509 2.1487 -1.8485  -0.8586
5 Si -2.1797 -2.5990 2.3214  0.2414
6 H 1.4141 -1.0866 0.9356  0.3096
7 H 1.5705 0.4747 0.0594  0.2581
8 H 0.5541 0.3198 1.7229  0.3022
9 H -1.2930 0.1448 -1.7321  0.3094
10 H 0.2326 0.9944 -1.5713  0.3550
11 H 1.0962 2.4960 -0.9245  0.3037
12 H 1.2234 2.8447 -2.5437  0.1978
13 H 2.1499 1.6668 -1.7832  0.2638
14 H -2.8821 -2.2818 3.5742  -0.0384
15 H -2.1899 -4.0755 1.8822  -0.0316
16 H -1.1464 -0.8772 0.3792  0.0615

Computed properties:
ΔE to the lowest compared entry with this formula, charge and spin = 61.5 kcal per mole
charge = +1
maximum force = 4.28 eV/A



[5]
The following is a quantum chemistry calculation of one molecule with the formula C19H21N3O6, from OMol25.

Each line ends with the Mulliken charge.
Element x y z (Å)
1 C -4.5918 -1.7768 -0.0975  -1.4050
2 C -3.9622 -1.3945 1.2416  0.2729
3 C -3.9250 -2.5948 2.1826  -1.5428
4 C -2.5468 -0.8172 1.0430  -0.0008
5 N -2.6191 0.5322 0.5349  -0.1966
6 C -1.5118 1.2844 0.3729  0.3119
7 O -0.3967 0.8988 0.6971  -0.7953
8 C -1.7443 2.6081 -0.2088  0.4381
9 C -0.8504 3.6055 -0.5060  -0.4741
10 C -1.6076 4.6600 -1.0577  -0.5039
11 C -2.9012 4.2311 -1.0593  -0.4741
12 O -2.9983 2.9960 -0.5512  -0.3564
13 C -1.7111 -1.7238 0.1359  0.2046
14 O -1.3553 -2.8287 0.4403  -0.5817
15 O -1.4431 -1.1408 -1.0365  -0.2892
16 C -0.6686 -1.8824 -1.9662  -0.6422
17 C 0.8577 -1.7100 -1.8654  0.6905
18 O 1.5549 -2.3164 -2.6490  -0.6733
19 N 1.2800 -0.8751 -0.8951  0.0781
20 C 2.5987 -0.5673 -0.5454  0.8988
21 C 2.7845 0.3668 0.4745  -0.5897
22 C 4.0558 0.7232 0.8736  -1.1035
23 C 5.1713 0.1494 0.2672  0.5708
24 C 6.5698 0.4779 0.6573  0.4369
25 N 6.7523 1.7137 1.1946  -0.3793
26 O 7.4954 -0.2940 0.5146  -0.6272
27 C 4.9767 -0.7998 -0.7327  -0.9498
28 C 3.7089 -1.1549 -1.1471  -0.3580
29 H -4.5278 -0.9630 -0.8174  0.3405
30 H -5.6406 -2.0277 0.0415  0.4686
31 H -4.0887 -2.6456 -0.5160  0.2955
32 H -4.5640 -0.6032 1.7051  0.4474
33 H -3.2550 -3.3571 1.7950  0.2897
34 H -4.9199 -3.0213 2.2818  0.4251
35 H -3.5763 -2.2997 3.1692  0.4053
36 H -2.0222 -0.7961 2.0084  0.4842
37 H -3.4952 0.8627 0.1624  0.4140
38 H 0.2070 3.5713 -0.3447  0.5821
39 H -1.2422 5.6038 -1.4056  0.4607
40 H -3.8094 4.6993 -1.3850  0.4787
41 H -0.8738 -2.9532 -1.8525  0.3408
42 H -0.9828 -1.5588 -2.9612  0.3951
43 H 0.5878 -0.3747 -0.3385  0.0419
44 H 1.9195 0.8034 0.9498  0.4675
45 H 4.1709 1.4271 1.6854  0.3284
46 H 6.0304 2.4102 1.1915  0.1851
47 H 7.6907 1.9923 1.4277  0.2216
48 H 5.8456 -1.2557 -1.1821  0.4407
49 H 3.5734 -1.8847 -1.9271  0.5277

Computed properties:
ΔE to the lowest compared entry with this formula, charge and spin = 6.6 kcal per mole
SMILES string = CC(C)[C@H](NC(=O)c1ccco1)C(=O)OCC(=O)Nc1ccc(C(N)=O)cc1
maximum force = 1.29 eV/A